Entry 1:
A structure of composition C5H8O2, computed with ωB97M-V/def2-TZVPD.

ORCA input file:
```
! wB97M-V def2-TZVPD RIJCOSX def2/J DEFGRID3
* xyz 0 1
C -1.630 0.155 0.844
C -1.250 -0.231 -0.533
O 0.032 0.951 -1.317
C 0.935 1.372 -0.555
C 1.667 -0.690 -0.040
O 0.970 -0.995 0.950
C -0.890 -1.065 0.462
H -1.090 0.934 1.394
H -2.679 0.067 1.132
H -1.804 -0.374 -1.439
H 0.643 2.019 0.290
H 1.965 1.516 -0.901
H 1.412 -1.121 -1.025
H 2.718 -0.424 0.088
H -1.000 -2.114 0.651
*
```

Output
M: 100.12 g mol⁻¹
highest occupied orbital energy (alpha / beta): -7.1 / -7.1 eV
maximum force: 0.72 eV/Å
energy relative to the best compared isomer or geometry (same formula, charge and spin): 175.79 kcal/mol
gap between HOMO and LUMO (alpha / beta): 6.93 / 6.93 eV


Entry 2:
An isolated molecule of C5H8O2, computed with ωB97M-V/def2-TZVPD.

ORCA input file:
```
! wB97M-V def2-TZVPD RIJCOSX def2/J DEFGRID3
* xyz 0 1
C 2.217 0.299 -0.924
C 1.094 -0.026 -0.629
C -0.307 -0.269 -0.240
C -0.423 -1.484 0.682
O -1.120 -0.540 -1.382
C -0.834 1.011 0.489
O -0.095 2.186 0.271
H 3.203 0.607 -1.193
H -1.474 -1.617 0.962
H 0.172 -1.350 1.591
H -0.085 -2.385 0.163
H -0.597 -0.415 -2.182
H -0.922 0.795 1.564
H -1.832 1.197 0.088
H 0.817 2.013 0.543
*
```

Output
M: 100.12 g mol⁻¹
highest occupied orbital energy: -10.1 eV
maximum force: 0.52 eV/Å
energy relative to the best compared isomer or geometry (same formula, charge and spin): 58.41 kcal/mol
gap between HOMO and LUMO: 10.90 eV
SMILES: C#C[C@](C)(O)CO


Entry 3:
A structure of composition C5H8O2, computed with ωB97M-V/def2-TZVPD.

ORCA input file:
```
! wB97M-V def2-TZVPD RIJCOSX def2/J DEFGRID3
* xyz 0 1
C 1.774 -0.137 0.685
C 0.576 0.151 -0.151
C -0.154 -0.789 -1.065
C -0.855 -0.160 0.112
O -1.358 -0.963 1.121
C -1.090 1.336 -0.202
O 0.305 1.490 -0.549
H 2.693 -0.083 0.096
H 1.679 -1.136 1.121
H 1.828 0.588 1.504
H -0.448 -0.495 -2.068
H 0.115 -1.835 -0.933
H -2.008 -1.559 0.724
H -1.749 1.599 -1.041
H -1.309 1.994 0.648
*
```

Output
M: 100.12 g mol⁻¹
highest occupied orbital energy: -9.1 eV
maximum force: 0.49 eV/Å
energy relative to the best compared isomer or geometry (same formula, charge and spin): 57.90 kcal/mol
gap between HOMO and LUMO: 9.89 eV


Entry 4:
A structure of composition C5H8O2 at a distorted geometry, computed with ωB97M-V/def2-TZVPD.

ORCA input file:
```
! wB97M-V def2-TZVPD RIJCOSX def2/J DEFGRID3
* xyz 0 1
O 0.380 -0.874 2.383
C 0.235 -1.404 1.136
C -0.907 -1.623 0.490
C -0.455 0.844 -1.686
C 0.956 1.070 -1.205
C 0.257 1.645 -0.021
O -0.952 1.445 -0.564
H -0.501 -0.700 2.743
H 1.206 -1.642 0.710
H -0.901 -2.035 -0.511
H -1.872 -1.371 0.925
H -0.901 1.169 -2.625
H 1.594 0.211 -0.977
H 1.487 1.780 -1.847
H 0.376 1.486 1.048
*
```

Output
M: 100.12 g mol⁻¹
highest occupied orbital energy (alpha / beta): -7.9 / -7.7 eV
maximum force: 1.18 eV/Å
energy relative to the best compared isomer or geometry (same formula, charge and spin): 126.27 kcal/mol
gap between HOMO and LUMO (alpha / beta): 8.68 / 8.37 eV


Entry 5:
An isolated molecule of C5H8O2, computed with ωB97M-V/def2-TZVPD.

ORCA input file:
```
! wB97M-V def2-TZVPD RIJCOSX def2/J DEFGRID3
* xyz 0 1
C 1.022 0.388 -0.932
C -0.014 0.146 0.149
O -0.125 -1.226 0.556
C -0.021 -2.231 -0.320
O -0.102 -2.185 -1.520
C -1.231 1.015 0.284
C -0.157 1.039 1.341
H 0.688 1.151 -1.637
H 1.139 -0.516 -1.529
H 1.984 0.686 -0.505
H 0.191 -3.151 0.243
H -1.289 1.870 -0.387
H -2.187 0.570 0.540
H 0.496 1.902 1.438
H -0.395 0.541 2.278
*
```

Output
M: 100.12 g mol⁻¹
highest occupied orbital energy: -10.1 eV
maximum force: 0.54 eV/Å
energy relative to the best compared isomer or geometry (same formula, charge and spin): 29.00 kcal/mol
gap between HOMO and LUMO: 11.16 eV
SMILES: CC1(OC=O)CC1


Entry 6:
An isolated molecule of C5H8O2 at a distorted geometry, computed with ωB97M-V/def2-TZVPD.

ORCA input file:
```
! wB97M-V def2-TZVPD RIJCOSX def2/J DEFGRID3
* xyz 0 1
C -2.476 -0.607 0.187
C -1.689 0.463 0.108
C -0.229 0.517 -0.231
O 0.301 1.852 -0.209
O 0.223 -0.285 -1.346
C 0.677 -0.645 -0.126
C 2.261 -0.408 0.296
H -3.514 -0.373 0.462
H -2.308 -1.540 -0.288
H -2.088 1.372 0.542
H 0.689 2.122 -1.076
H 0.246 -1.444 0.447
H 2.790 -1.416 0.331
H 2.352 0.094 1.298
H 2.764 0.299 -0.397
*
```

Output
M: 100.12 g mol⁻¹
highest occupied orbital energy: -9.6 eV
maximum force: 5.31 eV/Å
energy relative to the best compared isomer or geometry (same formula, charge and spin): 63.44 kcal/mol
gap between HOMO and LUMO: 10.54 eV
SMILES: C=C[C@]1(O)O[C@H]1C


Entry 7:
An isolated molecule of C5H8O2 at a distorted geometry, computed with ωB97M-V/def2-TZVPD.

ORCA input file:
```
! wB97M-V def2-TZVPD RIJCOSX def2/J DEFGRID3
* xyz 0 3
C 0.795 -0.285 -0.858
C 1.830 -0.967 -1.295
C -0.672 -0.463 -0.960
C -1.482 0.073 0.295
C 0.187 1.448 1.255
O -1.052 1.317 0.800
O 0.777 0.642 2.172
H 2.878 -0.491 -1.058
H 1.717 -1.757 -2.008
H -1.072 0.174 -1.776
H -0.951 -1.457 -1.099
H -2.613 0.239 0.114
H -1.324 -0.840 0.814
H 0.830 2.346 0.918
H 0.153 0.023 2.688
*
```

Output
M: 100.12 g mol⁻¹
highest occupied orbital energy (alpha / beta): -5.8 / -9.5 eV
maximum force: 4.36 eV/Å
energy relative to the best compared isomer or geometry (same formula, charge and spin): 50.01 kcal/mol
gap between HOMO and LUMO (alpha / beta): 6.65 / 9.28 eV


Entry 8:
An isolated molecule of C5H8O2S at a distorted geometry, computed with ωB97M-V/def2-TZVPD.

ORCA input file:
```
! wB97M-V def2-TZVPD RIJCOSX def2/J DEFGRID3
* xyz 0 1
C -0.375 0.731 1.282
C -0.194 0.135 -0.061
C -1.232 -0.770 -0.560
C 1.097 0.256 -0.636
C 1.600 1.264 -1.326
S 0.533 2.699 -1.553
O 1.015 3.405 -0.330
O -0.765 2.068 -1.324
H -1.425 0.367 1.734
H 0.050 1.746 1.204
H 0.411 0.282 1.920
H -2.121 -0.874 0.161
H -0.816 -1.701 -0.811
H -1.753 -0.302 -1.407
H 1.826 -0.557 -0.513
H 2.646 1.319 -1.578
*
```

Output
M: 132.18 g mol⁻¹
highest occupied orbital energy (alpha / beta): -8.0 / -8.1 eV
maximum force: 3.33 eV/Å
energy relative to the best compared isomer or geometry (same formula, charge and spin): 94.93 kcal/mol
gap between HOMO and LUMO (alpha / beta): 6.76 / 6.76 eV
SMILES: CC(C)=CC=S(=O)=O


Entry 9:
A structure of composition C5H8O2S at a distorted geometry, computed with ωB97M-V/def2-TZVPD.

ORCA input file:
```
! wB97M-V def2-TZVPD RIJCOSX def2/J DEFGRID3
* xyz 0 1
C -0.333 1.358 0.462
C 0.911 1.805 0.619
C -0.308 -0.047 -0.015
C -0.613 -0.133 -1.472
C -0.901 -1.182 0.740
O 2.343 -0.173 -0.933
O 1.878 -1.003 1.317
S 1.546 -0.145 0.270
H -1.148 2.037 0.564
H 1.468 2.670 1.020
H -1.531 -0.766 -1.600
H 0.271 -0.666 -1.923
H -0.586 0.877 -1.824
H -0.412 -1.261 1.724
H -0.636 -2.097 0.269
H -1.948 -1.275 0.782
*
```

Output
M: 132.18 g mol⁻¹
highest occupied orbital energy: -9.9 eV
maximum force: 6.08 eV/Å
energy relative to the best compared isomer or geometry (same formula, charge and spin): 71.67 kcal/mol
gap between HOMO and LUMO: 10.73 eV


Entry 10:
An isolated molecule of C5H8O3 at a distorted geometry, computed with ωB97M-V/def2-TZVPD.

ORCA input file:
```
! wB97M-V def2-TZVPD RIJCOSX def2/J DEFGRID3
* xyz 0 1
C -1.096 0.257 -0.884
C 2.140 1.110 0.210
C -1.535 -0.850 0.025
C 0.174 -0.453 0.115
C 0.702 0.770 0.397
O -2.335 -0.347 1.049
O 0.848 -1.470 -0.406
O -1.632 -2.063 -0.331
H -2.695 -1.121 1.504
H 0.113 -2.146 -0.551
H -1.454 1.258 -0.684
H -0.838 -0.022 -1.898
H 0.067 1.475 0.915
H 2.256 2.100 -0.235
H 2.640 1.132 1.184
H 2.645 0.371 -0.409
*
```

Output
M: 116.12 g mol⁻¹
highest occupied orbital energy: -8.5 eV
maximum force: 2.15 eV/Å
energy relative to the best compared isomer or geometry (same formula, charge and spin): 80.67 kcal/mol
gap between HOMO and LUMO: 8.61 eV


Entry 11:
A cluster of 2 separate species, C5H8O3 in total at a distorted geometry, computed with ωB97M-V/def2-TZVPD.

ORCA input file:
```
! wB97M-V def2-TZVPD RIJCOSX def2/J DEFGRID3
* xyz 0 1
C -2.709 -0.409 0.011
C -1.372 0.139 -0.014
C -0.381 0.832 -0.072
C 1.033 1.108 -0.098
O 1.385 1.816 -1.241
O 1.563 1.709 1.041
H -3.392 0.284 0.505
H -2.708 -1.353 0.556
H -3.055 -0.588 -1.008
H 1.508 0.010 -0.121
H 2.277 2.168 -1.124
H 0.877 2.203 1.511
C 1.249 -1.870 0.000
O 0.042 -2.051 -0.084
H 1.758 -1.882 0.979
H 1.924 -2.116 -0.839
*
```

Output
M: 116.12 g mol⁻¹
highest occupied orbital energy: -9.7 eV
maximum force: 2.80 eV/Å
energy relative to the best compared isomer or geometry (same formula, charge and spin): 91.04 kcal/mol
gap between HOMO and LUMO: 10.29 eV
SMILES: CC#CC(O)O.C=O


Entry 12:
An isolated molecule of C5H8O3 at a distorted geometry, computed with ωB97M-V/def2-TZVPD.

ORCA input file:
```
! wB97M-V def2-TZVPD RIJCOSX def2/J DEFGRID3
* xyz 0 1
O -0.142 2.039 -0.125
C -0.235 0.756 0.509
C -1.446 -0.090 0.193
C -0.877 -1.442 -0.330
C 0.500 -1.526 -0.337
C 1.163 -0.163 0.021
O 2.159 -0.294 0.960
O 1.674 0.545 -1.027
H -0.788 1.984 -0.956
H -0.194 1.025 1.581
H -2.030 0.392 -0.671
H -2.097 -0.161 0.921
H -1.621 -2.212 -0.323
H 0.987 -2.308 -0.829
H 2.343 0.534 1.377
H 1.719 1.518 -0.890
*
```

Output
M: 116.12 g mol⁻¹
highest occupied orbital energy: -9.6 eV
maximum force: 6.74 eV/Å
energy relative to the best compared isomer or geometry (same formula, charge and spin): 58.74 kcal/mol
gap between HOMO and LUMO: 10.38 eV
SMILES: O[C@H]1CC=CC1(O)O


Entry 13:
An isolated molecule of C5H8O3 at a distorted geometry, computed with ωB97M-V/def2-TZVPD.

ORCA input file:
```
! wB97M-V def2-TZVPD RIJCOSX def2/J DEFGRID3
* xyz 0 1
C 1.752 0.391 -0.963
C 0.767 -0.392 -0.155
O 1.123 -1.696 -0.011
C -0.479 0.069 0.165
C -0.914 1.494 0.038
C -1.567 -0.991 0.263
O -1.595 -2.148 -0.019
O -1.369 -0.511 1.825
H 1.549 0.279 -2.032
H 2.766 0.032 -0.772
H 1.739 1.452 -0.720
H 0.338 -2.279 -0.006
H -1.711 1.689 0.750
H -0.104 2.181 0.272
H -1.277 1.693 -0.971
H -1.018 -1.262 2.335
*
```

Output
M: 116.12 g mol⁻¹
highest occupied orbital energy (alpha / beta): -7.8 / -7.8 eV
maximum force: 5.52 eV/Å
energy relative to the best compared isomer or geometry (same formula, charge and spin): 88.66 kcal/mol
gap between HOMO and LUMO (alpha / beta): 7.03 / 7.03 eV
SMILES: C/C(O)=C(\C)C(=O)O


Entry 14:
An isolated molecule of C5H8O3 at a distorted geometry, computed with ωB97M-V/def2-TZVPD.

ORCA input file:
```
! wB97M-V def2-TZVPD RIJCOSX def2/J DEFGRID3
* xyz 0 1
O -0.614 -2.212 0.199
C -0.229 -1.039 -0.001
C 1.102 -0.386 0.310
O 2.341 -0.897 -0.263
C 0.885 0.981 -0.162
C -0.572 1.220 0.317
C -1.203 -0.042 -0.244
O -2.600 -0.390 -0.014
H 1.155 -0.262 1.454
H 2.434 -1.792 0.141
H 0.738 0.885 -1.311
H 1.617 1.619 0.160
H -0.762 2.210 -0.141
H -0.492 1.295 1.477
H -1.047 0.095 -1.337
H -2.751 -1.284 -0.584
*
```

Output
M: 116.12 g mol⁻¹
highest occupied orbital energy: -9.8 eV
maximum force: 6.13 eV/Å
energy relative to the best compared isomer or geometry (same formula, charge and spin): 56.49 kcal/mol
gap between HOMO and LUMO: 10.26 eV
SMILES: O=C1[C@@H](O)CC[C@@H]1O


Entry 15:
A cluster of 2 separate species, C5H8O3 in total at a distorted geometry, computed with ωB97M-V/def2-TZVPD.

ORCA input file:
```
! wB97M-V def2-TZVPD RIJCOSX def2/J DEFGRID3
* xyz 0 1
C 0.867 0.314 -3.133
C 0.630 -0.179 -1.669
O 0.700 -1.366 -1.399
O 0.203 0.670 -0.768
H -0.109 0.801 -3.217
H 1.596 1.157 -3.054
H 1.186 -0.683 -3.697
H 0.199 0.320 0.120
C -1.060 1.098 2.529
C -0.862 -0.209 2.014
C -0.350 -1.277 1.949
O -0.036 -2.494 1.592
H -0.588 1.149 3.430
H -0.777 1.812 1.856
H -2.109 1.352 2.646
H 0.511 -2.467 0.802
*
```

Output
M: 116.12 g mol⁻¹
highest occupied orbital energy: -9.3 eV
maximum force: 3.05 eV/Å
energy relative to the best compared isomer or geometry (same formula, charge and spin): 72.20 kcal/mol
gap between HOMO and LUMO: 9.94 eV
SMILES: CC(=O)O.CC#CO


Entry 16:
A structure of composition C5H8O3S at a distorted geometry, computed with ωB97M-V/def2-TZVPD.

ORCA input file:
```
! wB97M-V def2-TZVPD RIJCOSX def2/J DEFGRID3
* xyz 0 1
C -0.600 -1.687 0.024
C 0.794 1.691 1.464
C -1.241 -2.829 0.336
C 0.618 0.804 0.435
C 0.431 1.399 -0.917
O 0.022 -0.503 0.738
O -1.328 3.125 0.195
O -2.247 1.582 1.919
S -1.267 2.652 1.582
H -0.563 -1.474 -1.081
H 0.980 1.324 2.522
H 1.340 2.593 1.113
H -1.612 -3.271 -0.638
H -1.411 -2.987 1.382
H -0.021 0.677 -1.579
H 1.462 1.540 -1.380
H -0.191 2.189 -0.661
*
```

Output
M: 148.18 g mol⁻¹
highest occupied orbital energy: -9.2 eV
maximum force: 4.96 eV/Å
energy relative to the best compared isomer or geometry (same formula, charge and spin): 111.60 kcal/mol
gap between HOMO and LUMO: 8.57 eV